This record from the OMol25 dataset describes an isolated molecule of C5H9NO in a non-equilibrium geometry. The level of theory is ωB97M-V with the def2-TZVPD basis set.

**SMILES**: C[C@H]1N/C1=C/CO
**Molecular weight**: 99.13 g/mol
**Kohn-Sham gap**: 9.52 eV
**ΔE to the lowest compared entry with this formula, charge and spin**: 397.4 kJ/mol

```
16
C5H9NO, DFT ωB97M-V with the def2-TZVPD basis set
C -2.08 0.20 -0.31
C -1.06 0.37 0.79
N -0.64 -0.83 1.56
C 0.19 -0.32 0.56
C 1.06 -0.71 -0.38
C 1.91 0.40 -0.92
O 2.62 0.60 0.30
H -2.01 1.02 -1.04
H -3.10 0.18 0.09
H -1.90 -0.74 -0.86
H -1.16 1.27 1.39
H -1.09 -1.68 1.24
H 1.81 0.50 0.90
H 1.54 -1.69 -0.36
H 2.56 0.12 -1.76
H 1.34 1.30 -1.21
```

Atomic partial charges in e from the Mulliken method, atoms 1 to 8: atom 1 (C): -1.208, atom 2 (C): 0.177, atom 3 (N): -0.603, atom 4 (C): 0.075, atom 5 (C): -0.415, atom 6 (C): -0.309, atom 7 (O): -0.523, atom 8 (H): 0.291

This record from the OMol25 dataset describes a cluster of 2 separate species, C2H7NO3 in total in a non-equilibrium geometry. The level of theory is ωB97M-V with the def2-TZVPD basis set.

**SMILES**: O=CNCO.O
**Molecular weight**: 93.08 g/mol
**Kohn-Sham gap**: 11.02 eV
**ΔE to the lowest compared entry with this formula, charge and spin**: 163.2 kJ/mol

```
13
C2H7NO3, DFT ωB97M-V with the def2-TZVPD basis set
O -0.84 1.68 0.06
C 0.08 1.37 0.77
N 1.12 0.45 0.43
C 1.05 -0.32 -0.79
O 0.55 -1.63 -0.79
H 0.12 1.37 1.91
H 1.77 0.26 1.18
H 2.02 -0.36 -1.16
H 0.33 0.31 -1.60
H -0.38 -1.49 -0.48
H -1.50 0.05 0.48
H -2.48 -0.81 -0.36
O -1.84 -0.88 0.34
```

Atomic partial charges in e from the Mulliken method, atoms 1 to 8: atom 1 (O): -0.498, atom 2 (C): 0.085, atom 3 (N): -0.116, atom 4 (C): -0.450, atom 5 (O): -0.528, atom 6 (H): 0.250, atom 7 (H): 0.229, atom 8 (H): 0.365

This record from the OMol25 dataset describes a structure of composition C12H18IN5O2PdSe2. The level of theory is ωB97M-V with the def2-TZVPD basis set.

**Spin multiplicity**: 3
**Molecular weight**: 655.55 g/mol
**Kohn-Sham gap (spin up / spin down)**: 7.10 / 6.58 eV
**ΔE to the lowest compared entry with this formula, charge and spin**: 12.7 kJ/mol

```
41
C12H18IN5O2PdSe2, DFT ωB97M-V with the def2-TZVPD basis set
Pd -0.12 -0.56 -1.03
O 4.86 -0.29 2.15
C 3.58 -0.65 2.66
C 2.53 -0.57 1.54
C 2.38 0.89 1.11
O 1.73 1.71 2.08
C 3.07 -1.38 0.36
Se 1.85 -1.88 -1.09
C 1.26 -1.19 2.14
Se -0.47 -0.61 1.44
H 5.48 -0.22 2.88
H 3.28 0.03 3.47
H 3.60 -1.67 3.06
H 1.87 0.94 0.15
H 3.38 1.31 0.98
H 0.89 1.28 2.27
H 3.50 -2.32 0.72
H 3.87 -0.83 -0.13
H 1.21 -0.99 3.21
H 1.31 -2.28 2.02
I -0.33 5.46 -3.21
C -0.28 3.75 -2.08
C -0.23 3.65 -0.71
N -0.22 2.35 -0.42
N -0.24 1.58 -1.52
C -0.28 2.42 -2.54
H -0.19 4.40 0.06
H -0.12 1.88 0.48
H -0.31 2.05 -3.55
N -4.68 -3.53 -1.35
C -4.20 -2.25 -1.37
C -2.82 -2.00 -1.40
N -2.35 -0.78 -1.45
C -3.22 0.24 -1.49
C -4.57 -0.02 -1.46
N -5.08 -1.25 -1.40
H -4.08 -4.27 -1.05
H -5.66 -3.63 -1.14
H -2.10 -2.82 -1.35
H -2.82 1.24 -1.54
H -5.29 0.80 -1.49
```

Atomic partial charges in e from the Mulliken method, atoms 1 to 8: atom 1 (Pd): 0.208, atom 2 (O): -0.501, atom 3 (C): -1.362, atom 4 (C): 2.306, atom 5 (C): -0.802, atom 6 (O): -0.604, atom 7 (C): -1.527, atom 8 (Se): -0.193

This record from the OMol25 dataset describes the ion C12H12NO2 with charge +1 in a non-equilibrium geometry. The level of theory is ωB97M-V with the def2-TZVPD basis set.

**Total charge**: +1
**Molecular weight**: 202.23 g/mol
**Kohn-Sham gap (spin up / spin down)**: 7.14 / 7.14 eV
**ΔE to the lowest compared entry with this formula, charge and spin**: 234.9 kJ/mol

```
27
C12H12NO2, DFT ωB97M-V with the def2-TZVPD basis set
C -2.39 -1.27 2.80
C -1.48 -1.03 3.85
C -1.92 -1.24 1.52
C -0.20 -0.59 3.68
C -0.63 -0.94 1.25
C 0.24 -0.57 2.34
C -0.30 -1.06 -0.17
C 1.69 0.39 -0.43
C 1.59 -0.40 2.12
C 0.69 1.88 -4.16
C 1.21 1.32 -2.81
C 0.09 0.48 -2.07
N 0.52 -0.02 -0.77
O -0.68 -1.94 -0.87
O 2.12 -0.07 0.91
H -3.38 -1.53 2.95
H -1.77 -1.09 4.88
H -2.66 -1.41 0.70
H 0.33 -0.20 4.59
H 2.23 -0.56 2.96
H 0.32 2.94 -4.05
H 1.58 2.18 -4.87
H 0.11 1.12 -4.59
H 1.68 2.12 -2.09
H 2.14 0.82 -2.95
H -0.85 1.03 -1.92
H -0.25 -0.37 -2.82
```

Atomic partial charges in e from the Mulliken method, atoms 1 to 8: atom 1 (C): -0.683, atom 2 (C): -0.466, atom 3 (C): -0.578, atom 4 (C): -0.654, atom 5 (C): 0.621, atom 6 (C): 0.924, atom 7 (C): 0.113, atom 8 (C): -0.283

> Among the records above, which one has the lowest ΔE to the lowest compared entry with this formula, charge and spin?

C12H18IN5O2PdSe2